Entry 1:
C3H4LiO3Sn as an isolated structure in a non-equilibrium geometry, computed with wB97M-V/def2-TZVPD.

```
! RIJCOSX wB97M-V def2-TZVPD def2/J DEFGRID3
* xyz 2 2
Sn -3.13 -2.95 2.13
O -1.71 -2.39 1.39
O 0.06 1.65 -1.49
O -1.82 -0.59 0.06
C -1.32 -1.60 0.51
C 1.51 0.51 0.04
C 1.16 1.53 -0.98
Li -1.53 0.65 -1.32
H 2.44 0.82 0.55
H 1.94 2.29 -1.20
H 1.69 -0.44 -0.50
H 0.73 0.51 0.82
*
```

Kohn-Sham gap (spin up / spin down), hartree: 0.2618 / 0.2606
E, eV: -15335.450



Entry 2:
C27H17F5NO7PRuS as an isolated structure in a non-equilibrium geometry, computed with wB97M-V/def2-TZVPD.

```
! RIJCOSX wB97M-V def2-TZVPD def2/J DEFGRID3
* xyz -1 2
Ru 0.06 -0.03 -0.09
S -2.40 0.68 -1.28
P -0.05 2.34 0.00
F 2.08 -2.73 -1.08
F -0.51 -2.26 -1.30
F 2.02 -2.81 1.08
F -0.83 -2.55 0.85
F 0.97 -4.29 -0.08
O -3.52 0.23 -2.05
O 6.65 0.10 2.48
O 7.12 0.07 0.25
O -1.13 0.80 -2.03
O 0.30 -0.07 2.17
O 1.80 0.23 3.79
O -2.13 -0.10 -0.06
N 2.16 0.03 0.29
C -1.96 4.38 0.25
C -1.71 3.07 -0.16
C 0.95 3.20 -1.25
C 6.41 0.08 1.27
C 1.50 2.44 -2.28
C 1.22 3.64 4.20
C 0.05 2.91 3.98
C 3.10 -0.02 -0.67
C 2.00 4.04 3.14
C 3.91 0.13 1.92
C 2.57 0.10 1.57
C 1.18 4.58 -1.22
C -2.75 2.35 -0.75
C -3.20 4.95 0.04
C 0.07 -2.07 -0.04
C 1.49 0.09 2.62
C 1.65 3.70 1.84
C 1.29 -2.99 -0.02
C -4.22 4.22 -0.55
C 2.60 4.38 -3.16
C -0.33 2.61 2.69
C 2.01 5.16 -2.17
C 4.44 0.01 -0.41
C 2.33 3.03 -3.22
C 0.47 3.00 1.61
C -4.00 2.91 -0.93
C 4.87 0.09 0.92
H 2.78 2.42 -4.00
H -5.19 4.68 -0.70
H -1.17 4.93 0.75
H 4.16 0.19 2.97
H 1.52 3.87 5.21
H 2.20 6.22 -2.13
H -1.22 2.02 2.50
H -0.54 2.57 4.82
H -4.78 2.31 -1.38
H 5.18 -0.02 -1.20
H 2.73 -0.10 -1.69
H 3.27 4.84 -3.87
H 2.29 3.98 1.01
H 0.73 5.19 -0.46
H 1.25 1.39 -2.34
H -3.37 5.98 0.35
H 2.91 4.60 3.31
*
```

Kohn-Sham gap (spin up / spin down), hartree: 0.2395 / 0.2159
E, eV: -80394.284



Entry 3:
One molecule with the formula C5H8O2, computed with wB97M-V/def2-TZVPD.

```
! RIJCOSX wB97M-V def2-TZVPD def2/J DEFGRID3
* xyz 0 1
O 1.91 -0.61 -1.11
O -2.48 0.77 -0.92
C -1.44 0.79 -0.04
C -0.21 1.26 -0.28
C 1.22 -0.51 -0.12
C 0.44 -1.70 0.42
C 0.97 0.83 0.55
H -0.18 -2.13 -0.37
H 1.22 -2.41 0.69
H -2.12 0.94 -1.80
H -0.18 -1.48 1.29
H -1.72 0.36 0.92
H 1.84 1.48 0.43
H 0.03 1.68 -1.26
H 0.72 0.73 1.61
*
```

Kohn-Sham gap, hartree: 0.3588
E, eV: -9408.645
SMILES string: CC(=O)C/C=C/O



Entry 4:
One molecule with the formula C20H15N7O2S in a non-equilibrium geometry, computed with wB97M-V/def2-TZVPD.

```
! RIJCOSX wB97M-V def2-TZVPD def2/J DEFGRID3
* xyz 0 1
S 4.73 1.95 -1.11
O 1.47 7.49 -1.52
O -0.11 8.28 -0.26
N 2.78 0.29 -0.14
N 0.10 -1.94 2.43
N 0.28 7.60 -1.21
N 4.04 -1.41 0.39
N 4.84 -0.61 -0.30
N 1.58 0.85 -0.48
N 0.71 -1.02 1.75
C 0.31 -4.30 3.51
C 0.62 4.47 -1.28
C -1.34 -5.72 4.48
C 0.81 -3.11 2.66
C 0.74 3.02 -1.31
C -0.43 5.30 -1.98
C -2.90 6.52 -2.86
C 1.93 -2.90 1.99
C -1.46 4.62 -2.70
C 4.11 0.53 -0.60
C -0.74 6.73 -1.80
C 2.85 -0.92 0.54
C -1.00 -4.45 3.95
C -0.44 -6.80 4.56
C -2.64 5.23 -3.15
C 1.84 -1.53 1.34
C 0.88 -6.60 4.04
C -2.05 7.28 -2.19
C 1.25 -5.35 3.60
C 1.60 2.27 -0.52
H -3.82 7.01 -3.16
H 2.28 2.69 0.23
H 1.56 -7.42 4.10
H -0.83 -1.74 2.83
H -1.29 3.58 -2.90
H -0.90 -7.63 4.90
H -3.36 4.74 -3.74
H -1.72 -3.64 3.92
H 0.09 2.47 -1.93
H 5.82 -0.54 -0.04
H 2.32 -5.10 3.33
H 2.71 -3.63 1.86
H -2.37 -5.83 4.84
H -2.31 8.24 -1.79
H 1.30 4.86 -0.50
*
```

Kohn-Sham gap, hartree: 0.2215
E, eV: -46336.138
SMILES string: O=[N+]([O-])c1ccccc1/C=C/C=N/n1c(-c2cc(-c3ccccc3)[nH]n2)n[nH]c1=S



Entry 5:
C27H22Cl3IrN4O2SSb as an isolated structure, computed with wB97M-V/def2-TZVPD.

```
! RIJCOSX wB97M-V def2-TZVPD def2/J DEFGRID3
* xyz 1 1
Ir -0.30 0.22 -0.38
Sb 2.48 0.34 1.69
Cl -3.09 4.64 0.08
Cl -3.37 4.21 -2.79
Cl -4.91 2.60 -0.93
S -2.21 -1.06 -0.78
O -1.40 0.76 1.22
O -1.05 0.24 3.34
N 0.93 2.30 0.22
N 0.54 -1.51 0.48
N -1.46 1.70 -1.09
N 1.60 0.08 -1.43
C -2.31 2.46 -1.14
C 0.43 -3.83 0.92
C 3.94 0.12 -1.00
C -1.47 -0.08 2.25
C 1.83 0.01 -2.75
C 0.57 3.77 -1.70
C -3.39 3.44 -1.19
C 4.19 0.03 -2.37
C 3.14 -0.03 -3.24
C 1.19 -1.35 1.65
C -2.50 -1.88 0.75
C 1.35 2.13 1.48
C 1.41 3.15 2.40
C -2.13 -1.40 2.01
C 0.66 0.00 -3.68
C -3.46 -3.84 1.80
C -3.17 -3.11 0.67
C 1.01 4.42 1.99
C 0.70 4.62 0.66
C -2.40 -2.17 3.15
C 0.91 -3.64 2.20
C -3.07 -3.38 3.05
C 0.07 -3.05 -1.41
C 0.31 -2.76 0.04
C 2.63 0.15 -0.54
C 0.70 3.54 -0.22
C 1.40 -2.38 2.53
H -3.98 -4.78 1.71
H 0.98 -4.47 2.89
H 0.16 -4.82 0.57
H 0.57 0.98 -4.16
H -0.26 -0.21 -3.15
H -0.28 4.40 -1.94
H -3.29 -3.95 3.95
H 1.01 5.25 2.68
H 3.29 -0.10 -4.31
H -3.44 -3.48 -0.31
H 4.76 0.17 -0.30
H 1.92 -2.21 3.46
H -0.71 -3.79 -1.55
H 1.75 2.97 3.41
H -2.09 -1.77 4.10
H 5.21 -0.01 -2.73
H 1.01 -3.46 -1.81
H -0.19 -2.16 -1.98
H 0.49 2.83 -2.24
H 1.47 4.29 -2.05
H 0.80 -0.74 -4.47
H 0.49 5.61 0.28
*
```

Kohn-Sham gap, hartree: 0.2604
E, eV: -96184.296



Entry 6:
C5H4ErF7GaN2O4PS as an isolated structure in a non-equilibrium geometry, computed with wB97M-V/def2-TZVPD.

```
! RIJCOSX wB97M-V def2-TZVPD def2/J DEFGRID3
* xyz 2 4
Er 4.05 -2.87 -0.19
Ga -0.53 1.58 0.90
S 0.75 0.27 -0.59
P -2.81 1.61 0.34
F -0.81 -3.36 -2.82
F 0.69 -1.93 0.93
F -1.13 -1.70 -0.47
F 1.10 -3.84 -0.78
F 2.52 -2.12 -1.45
F 0.49 -1.55 -3.70
F 1.34 -3.68 -3.56
O 0.48 0.85 -1.96
O 1.32 4.51 1.90
O 0.07 3.40 0.70
O 2.21 0.50 -0.16
N -3.45 3.11 0.60
N 0.32 3.83 1.99
C 1.11 -2.52 -1.41
C 0.48 -2.72 -2.88
C 0.29 -1.55 -0.43
C 0.10 0.86 4.15
C -0.23 1.01 2.87
H -2.68 3.70 0.99
H -3.51 0.57 1.05
H -2.91 1.36 -1.08
H 0.75 0.70 5.09
*
```

Kohn-Sham gap (spin up / spin down), hartree: 0.1540 / 0.1572
E, eV: -135532.410



Question: Which value of E does entry 3 give?
Answer: -9408.645 eV



Question: Which value of E does entry 2 give?
Answer: -80394.284 eV